(1)
The following is a DFT calculation (ωB97M-V/def2-TZVPD) of a 2-piece molecular cluster, C13H17FSe overall in a non-equilibrium geometry.

For the highest occupied orbital energy, the calculation gives -8.6 eV. The value obtained for the energy relative to the best compared isomer or geometry (same formula, charge and spin) is 0.420 eV. For the LUMO energy, the calculation gives -0.01 eV. The charge is 0. The calculation puts the HOMO-LUMO gap at 8.55 eV.

```
32
Properties=species:S:1:pos:R:3:forces:R:3
C 3.6840 3.2393 0.4944 -0.9 -1.3 -0.3
C 3.3851 1.9355 0.9892 1.9 1.8 0.2
C 3.1380 3.6578 -0.7424 2.2 2.8 2.5
C 2.6206 1.0941 0.2357 -0.9 0.7 -0.7
C 2.2680 2.8623 -1.3924 -1.7 -0.1 -2.8
C 2.0316 1.5569 -0.9278 -0.4 -0.2 -1.4
C -1.3943 -2.1052 1.4859 -0.2 0.4 1.0
C -1.7516 -0.5984 1.5989 2.2 1.7 0.8
C -1.0545 -2.4292 0.0738 0.4 -1.8 -2.6
C -2.9934 -0.3531 0.8204 0.8 -0.2 -0.9
C -2.4128 -2.2236 -0.8491 5.1 0.9 0.1
C -2.6836 -0.7377 -0.6087 -2.4 -0.6 -2.0
C 1.3838 -1.2664 -1.4885 0.5 -0.5 0.2
F -1.6940 0.1129 -1.1517 -0.5 -0.7 0.4
Se 1.0894 0.2892 -2.2018 0.6 1.9 0.5
H 4.2683 3.9346 1.0673 0.4 0.0 0.1
H 3.9147 1.5450 1.8785 -0.6 0.4 -0.4
H 3.4600 4.7386 -1.0339 -1.0 -2.1 0.1
H 2.3881 0.1394 0.5999 -0.1 -1.4 0.2
H 1.7996 3.3478 -2.3441 0.7 -1.5 1.6
H -0.6274 -2.4462 2.1893 0.1 0.4 -0.1
H -2.2803 -2.7087 1.7528 0.1 0.3 0.1
H -1.7845 -0.1427 2.6155 -0.3 -0.9 -0.3
H -0.9557 0.1021 1.1333 -0.7 -1.5 0.5
H -0.1293 -1.9217 -0.3036 -1.2 0.8 0.3
H -0.5647 -3.4321 -0.0798 -1.3 0.2 0.5
H -3.7448 -1.0003 1.2183 -1.0 -0.3 0.0
H -3.3334 0.6637 0.7714 -0.2 0.6 0.4
H -2.2153 -2.5420 -1.9433 -0.5 0.8 1.7
H -3.1805 -2.7899 -0.4073 -1.1 -0.8 0.4
H 0.9676 -1.9353 -2.2512 -0.2 -0.3 0.0
H -3.5986 -0.5868 -1.1989 0.1 0.7 -0.1
```
Positions in Å, forces in eV/Å.

(2)
The following is a DFT calculation (ωB97M-V/def2-TZVPD) of C13H17IMnN2O3S as an isolated structure in a non-equilibrium geometry.

For the highest occupied orbital energy (alpha / beta), the calculation gives -8.2 / -8.6 eV. As for the multiplicity: 6. The value obtained for the energy relative to the best compared isomer or geometry (same formula, charge and spin) is 0.000 eV. For the LUMO energy (alpha / beta), the calculation gives -1.17 / -1.27 eV. The charge is 0. The calculation puts the HOMO-LUMO gap (alpha / beta) at 6.99 / 7.32 eV.

```
38
Properties=species:S:1:pos:R:3:forces:R:3
C 0.4982 -5.4982 -0.5977 0.4 -0.1 0.2
C -0.5664 -5.7110 0.4786 0.1 -0.8 0.0
H 0.0595 -5.5335 -1.5969 0.0 0.1 0.0
H 1.2520 -6.2954 -0.5431 -0.2 0.1 0.0
H 1.0289 -4.5408 -0.4947 -0.2 -0.7 0.1
H -1.2847 -4.8972 0.5748 0.1 0.1 -0.1
H -1.1294 -6.6275 0.2234 0.1 0.4 0.2
H -0.1078 -5.9002 1.4613 -0.1 0.2 -0.3
C 0.7745 1.5022 -2.4664 -0.7 0.6 0.3
C 0.5913 2.5512 -3.3775 -0.1 -0.1 0.4
C -0.3547 3.5428 -3.0973 0.3 -0.6 0.2
C -1.1075 3.4226 -1.9344 -0.1 -0.2 0.5
H 1.4736 0.6892 -2.6669 -0.1 0.2 0.1
H 1.1834 2.5751 -4.2855 -0.1 0.0 0.1
H -0.5002 4.3819 -3.7737 0.0 -0.2 0.1
H -1.8767 4.1433 -1.6727 0.2 0.0 -0.3
N 0.0726 1.4239 -1.3169 -0.2 0.7 -1.1
C -0.8898 2.3512 -1.0588 1.3 -0.2 -1.4
C -1.6549 2.1089 0.1591 -0.6 -0.7 1.6
N -1.3111 0.9743 0.8292 -1.3 0.6 0.6
C -1.9338 0.6709 1.9858 -0.2 0.7 -0.7
C -3.3065 2.6520 1.8407 0.5 -0.5 -0.2
C -2.9379 1.4836 2.5167 0.1 0.1 -0.1
H -1.6179 -0.2486 2.4782 -0.1 0.2 -0.1
H -3.4048 1.1948 3.4556 0.1 0.1 -0.2
C -2.6656 2.9532 0.6385 0.4 -0.2 -0.1
H -2.9043 3.8480 0.0686 -0.1 -0.2 0.3
H -4.0648 3.3156 2.2485 0.1 -0.2 -0.1
Mn 0.3111 -0.2236 0.1288 0.3 0.9 0.6
I 0.1288 -2.2653 -1.2129 -0.3 -0.6 -1.0
C 3.9907 0.2811 0.7882 0.1 -0.2 -0.1
S 2.6494 0.1749 1.9845 -0.5 0.2 0.1
O 2.2831 -1.2321 2.1581 0.3 0.9 -0.2
O 3.0654 0.9322 3.1415 -0.2 -0.4 -0.3
O 1.4927 0.8904 1.2704 1.0 -0.3 0.5
H 4.8221 0.8180 1.2443 -0.1 -0.1 0.0
H 3.6428 0.8226 -0.0944 0.0 -0.1 0.2
H 4.2986 -0.7303 0.5156 -0.1 0.1 0.0
```
Positions in Å, forces in eV/Å.

(3)
The following is a DFT calculation (ωB97M-V/def2-TZVPD) of C13H17IN2Ni as an isolated structure in a non-equilibrium geometry.

For the highest occupied orbital energy (alpha / beta), the calculation gives -5.7 / -7.6 eV. As for the multiplicity: 3. The value obtained for the energy relative to the best compared isomer or geometry (same formula, charge and spin) is 0.000 eV. For the LUMO energy (alpha / beta), the calculation gives -0.86 / -0.94 eV. The charge is 0. The calculation puts the HOMO-LUMO gap (alpha / beta) at 4.82 / 6.65 eV.

```
34
Properties=species:S:1:pos:R:3:forces:R:3
C -2.3724 -4.1224 -2.8362 -0.1 -0.2 0.2
C -3.7126 -3.4064 -2.6928 -0.2 -0.3 -0.3
H -1.8780 -3.8415 -3.7680 0.0 0.0 0.0
H -2.5460 -5.2071 -2.8535 0.1 0.2 -0.1
H -1.6844 -3.9020 -2.0130 -0.4 -0.1 -0.4
H -3.6254 -2.3424 -2.4857 0.2 0.1 0.0
H -4.2714 -3.5183 -3.6337 0.0 0.1 0.3
H -4.3192 -3.8533 -1.8983 0.1 0.1 -0.1
C 2.8967 -0.2506 -0.3238 -0.3 0.9 0.2
C 4.1163 0.4231 -0.3859 -0.1 -0.1 0.1
C 4.1804 1.7784 -0.0388 -0.4 0.1 0.0
C 3.0112 2.4218 0.3579 -0.3 -0.1 0.1
H 2.7895 -1.2957 -0.6028 0.0 0.2 0.1
H 5.0036 -0.1124 -0.7162 -0.2 0.1 0.1
H 5.1156 2.3401 -0.0878 -0.3 -0.3 -0.1
H 2.9610 3.4940 0.5780 0.4 -0.5 0.0
N 1.7591 0.3682 0.0731 1.3 0.2 0.2
C 1.8248 1.6819 0.4476 0.8 -1.1 -1.0
C 0.5441 2.2042 0.8503 -1.7 -0.2 -0.1
N -0.4674 1.2727 0.7697 -0.8 1.7 0.7
C -1.7121 1.6267 1.1885 1.0 0.8 -0.1
C -0.9731 3.8863 1.6430 0.2 0.1 -0.2
C -1.9923 2.9256 1.6149 -0.1 -0.4 0.1
H -2.4545 0.8338 1.1673 0.0 0.2 0.0
H -3.0065 3.1832 1.9203 0.3 -0.1 -0.1
C 0.3052 3.5281 1.2342 0.2 -0.3 0.0
H 1.1469 4.2330 1.1749 -0.7 -0.2 0.3
H -1.1645 4.9160 1.9626 -0.1 -0.5 -0.1
Ni -0.0534 -0.5439 0.3528 0.6 0.4 -0.4
I -0.1246 -2.8160 -0.2659 0.0 -1.7 -1.8
C 0.1276 -1.4038 2.0597 0.3 0.9 2.2
H 1.0990 -1.8996 2.0983 -0.2 0.0 0.2
H -0.6681 -2.0772 2.3893 0.2 0.1 -0.1
H 0.1447 -0.5244 2.7203 0.1 -0.1 0.3
```
Positions in Å, forces in eV/Å.

(4)
The following is a DFT calculation (ωB97M-V/def2-TZVPD) of C13H17N3O3Pb as an isolated structure in a non-equilibrium geometry.

For the highest occupied orbital energy (alpha / beta), the calculation gives -4.7 / -4.7 eV. The value obtained for the energy relative to the best compared isomer or geometry (same formula, charge and spin) is 3.164 eV. For the LUMO energy (alpha / beta), the calculation gives -1.08 / -1.08 eV. The charge is 0. The calculation puts the HOMO-LUMO gap (alpha / beta) at 3.59 / 3.58 eV.

```
37
Properties=species:S:1:pos:R:3:forces:R:3
C -1.1380 -1.7403 2.7604 -1.2 0.2 -1.9
C 0.7153 -0.2007 4.1827 0.7 -0.7 -1.4
H -2.0426 -1.2968 3.1528 -0.3 -0.6 0.3
H -0.4316 -2.1326 3.4841 -0.1 -0.1 -0.1
H -1.3499 -2.4532 1.9604 -0.1 -0.3 0.1
H 1.0235 -0.5382 3.1482 -0.8 0.2 0.9
H 1.3588 0.6196 4.3872 0.0 1.3 0.6
H 1.0543 -1.0044 4.8693 -0.8 0.4 -0.2
C -2.5468 -0.5391 -1.3043 0.5 0.6 -0.4
C -3.0857 -0.9666 -2.5201 0.1 0.2 0.3
C -2.3890 -0.6654 -3.6851 0.4 0.2 0.4
C -1.1539 -0.0197 -3.5967 0.2 0.4 0.2
H -3.0246 -0.7665 -0.3434 0.2 0.2 -0.4
H -4.0385 -1.4957 -2.5428 0.3 0.1 0.0
H -2.7809 -0.9403 -4.6553 0.0 0.0 0.0
H -0.5846 0.2082 -4.4885 -0.1 -0.2 -0.1
N -1.3987 0.1768 -1.2428 0.2 -1.2 -1.3
C -0.6375 0.3868 -2.3570 -1.4 -0.5 0.3
C 0.7348 0.9544 -2.1793 1.4 1.0 0.7
N 1.1558 1.2739 -0.9235 0.7 -0.7 -1.4
C 2.4355 1.5885 -0.6411 -0.7 0.2 -1.2
C 2.9394 1.5538 -2.9874 -0.2 0.2 0.2
C 3.3609 1.7693 -1.6723 -0.1 -0.2 0.1
H 2.7119 1.7371 0.4144 -0.4 -0.1 -0.5
H 4.3898 2.0497 -1.4390 -0.3 -0.1 -0.1
C 1.6284 1.1567 -3.2372 -0.3 -0.3 0.2
H 1.2731 0.9747 -4.2375 0.3 0.0 -0.2
H 3.6142 1.7109 -3.8265 -0.1 -0.1 0.2
Pb -0.2807 0.4650 0.7997 -0.7 -0.9 3.2
C 0.8491 -1.4907 0.6404 0.7 0.3 -1.1
H 1.8713 -1.1660 0.4891 0.6 -0.3 -0.5
H 0.4432 -1.9705 -0.2661 0.4 -0.2 0.3
H 0.8011 -2.1118 1.5204 -0.3 0.0 -0.1
O -0.6960 -0.0152 4.3141 -0.2 2.6 1.3
N -1.3832 1.3891 4.0866 0.5 -1.5 -1.3
O -2.0145 1.7590 5.0385 1.0 -0.3 -1.4
O -1.3837 1.7401 2.8977 -0.1 0.0 3.9
```
Positions in Å, forces in eV/Å.

(5)
The following is a DFT calculation (ωB97M-V/def2-TZVPD) of C13H18AsCl8GaGe2NO6S as an isolated structure.

For the highest occupied orbital energy (alpha / beta), the calculation gives -8.6 / -9.5 eV. As for the multiplicity: 2. The value obtained for the energy relative to the best compared isomer or geometry (same formula, charge and spin) is 0.000 eV. For the LUMO energy (alpha / beta), the calculation gives 0.17 / -1.94 eV. The charge is 0. The calculation puts the HOMO-LUMO gap (alpha / beta) at 8.73 / 7.57 eV.

```
51
Properties=species:S:1:pos:R:3:forces:R:3
Ga 0.3130 0.8745 0.8312 -0.1 0.1 0.3
O 4.4770 -0.9233 -2.2469 0.0 0.0 0.1
As 3.4172 0.1859 -1.3700 0.0 0.0 -0.1
O 3.8529 -0.4766 0.2602 0.1 0.0 0.0
O 2.0139 -0.9186 -1.4218 -0.1 -0.1 0.1
C 1.3559 -1.3451 -2.5341 0.1 0.0 0.0
C 1.6910 -2.5523 -3.1258 0.0 0.0 0.0
C 0.9405 -3.0149 -4.1970 0.1 0.0 0.0
C -0.1358 -2.2879 -4.6835 -0.1 0.1 0.0
C -0.4688 -1.0755 -4.0972 0.0 -0.1 0.0
C 0.2789 -0.6144 -3.0241 -0.1 0.1 -0.1
S -0.0511 0.9686 -2.3479 0.2 0.1 0.2
O -1.2230 1.4811 -3.0156 -0.3 0.1 -0.2
O 1.1517 1.7518 -2.4366 0.1 0.0 0.0
O -0.4243 0.7354 -0.8933 0.0 -0.3 -0.2
H 5.2036 -0.4543 -2.6721 0.0 0.0 -0.1
H 2.5293 -3.1105 -2.7353 0.0 0.0 0.0
H 1.2006 -3.9591 -4.6565 0.0 0.0 0.0
H -0.7132 -2.6598 -5.5176 0.0 0.0 0.0
H -1.2943 -0.4805 -4.4597 0.0 0.0 0.0
Cl 1.1255 3.4617 0.2442 0.0 0.0 0.0
C 0.0432 4.6823 0.9931 0.1 0.0 -0.1
Cl -0.0834 4.4986 2.7299 0.0 0.0 0.1
H -0.9328 4.5743 0.5340 0.0 0.0 0.0
H 0.4963 5.6406 0.7653 -0.1 0.0 0.0
Cl 2.6845 -1.0173 3.9260 0.0 0.0 0.1
C 3.5291 -1.3349 2.4186 0.0 0.0 0.0
Cl 5.2615 -1.0736 2.6611 0.0 0.0 0.0
Cl 3.2412 -3.0172 1.9208 0.0 -0.1 0.0
C 2.9713 -0.4524 1.2674 0.2 -0.2 0.1
N 1.8539 0.0623 1.3602 -0.1 0.4 -0.2
C -3.8060 -0.5933 2.2761 0.0 0.0 0.0
Ge -1.8735 -0.6344 2.5631 0.0 0.0 0.0
C -1.0509 -2.0036 1.4202 0.0 0.0 0.0
C -1.4517 -0.9782 4.4379 0.0 0.0 0.0
C -1.1396 1.1328 2.0602 0.0 0.1 0.1
H -4.2704 -1.5276 2.5884 0.0 0.0 0.0
H -4.0358 -0.4311 1.2231 0.0 0.0 0.0
H -4.2517 0.2212 2.8468 0.0 0.0 0.0
H -1.5942 -2.9462 1.4866 0.0 0.0 0.0
H -0.0148 -2.1833 1.7146 0.0 0.0 0.0
H -1.0620 -1.6985 0.3700 0.0 0.0 0.0
H -1.8766 -1.9220 4.7760 0.0 0.0 0.0
H -1.8511 -0.1779 5.0605 0.0 0.0 0.0
H -0.3720 -1.0172 4.5768 0.0 0.0 0.0
H -0.7528 1.6401 2.9454 -0.1 -0.1 0.0
H -1.9324 1.7484 1.6330 0.1 0.0 0.0
Cl -4.5222 2.3580 -2.8806 -0.1 0.0 -0.1
Ge -2.8664 2.8205 -1.5930 0.2 -0.2 -0.1
Cl -1.9001 4.6103 -2.3256 0.0 0.1 0.0
Cl -3.6814 3.4327 0.3436 -0.1 0.1 0.2
```
Positions in Å, forces in eV/Å.

(6)
The following is a DFT calculation (ωB97M-V/def2-TZVPD) of C13H18B11Br6NO6S2Ta as an isolated structure.

For the highest occupied orbital energy, the calculation gives -16.7 eV. The value obtained for the energy relative to the best compared isomer or geometry (same formula, charge and spin) is 0.000 eV. For the LUMO energy, the calculation gives -13.08 eV. The charge is +3. The calculation puts the HOMO-LUMO gap at 3.66 eV.

```
58
Properties=species:S:1:pos:R:3:forces:R:3
Ta -0.7466 -0.0561 -0.1407 -0.4 -0.2 0.1
Br 1.2507 0.8028 1.5192 0.0 0.1 0.0
B 1.4430 2.6859 0.8168 0.0 0.0 0.1
B 2.4670 3.9460 1.4537 0.0 0.0 0.0
C 2.7697 4.8690 0.0595 0.1 0.0 0.0
B 2.8188 3.1982 -0.1419 0.0 -0.1 0.0
B 2.1725 4.2844 -1.4211 0.0 0.0 -0.1
B 1.4322 5.6894 -0.6106 0.0 0.0 0.0
B 1.6105 5.4814 1.1548 0.0 0.0 0.0
B 0.6953 4.0542 1.6710 0.0 0.0 0.0
Br -0.1954 3.7637 3.3574 0.0 0.0 0.0
B 0.0433 5.1550 0.3729 -0.1 -0.1 0.0
Br -1.5987 6.1091 0.6487 0.0 0.0 0.0
B 0.3994 4.4009 -1.2474 0.0 0.0 0.0
Br -0.8137 4.4865 -2.7430 0.0 0.0 0.0
B 1.2647 2.8905 -0.8945 0.0 0.1 0.0
Br 0.8264 1.2241 -1.9322 -0.1 -0.2 0.0
B 0.0063 3.4148 0.1725 -0.1 0.1 0.0
Br -1.6955 2.3502 0.1972 0.1 -0.1 0.0
H 3.2484 3.8280 2.3224 0.0 0.0 0.0
H 3.7185 5.3865 0.0241 0.0 0.0 0.0
H 3.7993 2.5718 -0.3136 0.0 0.0 0.0
H 2.7625 4.3903 -2.4312 0.0 0.0 0.0
H 1.5604 6.7520 -1.0928 0.0 0.0 0.0
H 1.8587 6.4087 1.8306 0.0 0.0 0.0
O -1.3851 -3.2287 -2.6186 0.1 0.0 0.0
S -2.3086 -2.3853 -1.9395 -0.2 0.0 0.0
O -3.4661 -1.8320 -2.5151 0.0 0.0 0.0
O -1.3345 -1.0562 -1.5946 0.2 -0.1 0.3
C -2.7411 -3.2547 -0.4163 0.1 0.3 -0.2
C -2.9588 -4.5939 -0.6887 -0.1 0.0 0.2
C -3.5726 -5.4123 0.2684 0.1 0.0 -0.2
C -3.9657 -4.9036 1.4859 0.0 0.0 0.1
C -3.7264 -3.5655 1.7904 0.0 0.0 0.0
C -3.1256 -2.7487 0.8454 -0.1 0.0 0.0
S -2.7656 -1.1460 1.3920 0.2 -0.1 0.1
O -2.8132 -0.2310 0.1896 0.1 0.1 0.3
O -3.4561 -0.7677 2.5499 0.0 0.0 0.0
O -1.1886 -1.1014 1.5438 -0.2 0.2 -0.6
H -2.7027 -5.0047 -1.6554 0.0 0.0 0.0
H -3.7602 -6.4502 0.0265 0.0 0.0 0.0
H -4.4590 -5.5353 2.2123 0.0 0.0 0.0
H -4.0124 -3.1593 2.7522 0.0 0.0 0.0
C 1.2128 -1.9897 -2.8162 -0.1 0.0 0.0
C 1.2061 -2.5205 -1.4761 -0.1 0.0 0.0
C 1.8704 -3.8192 -1.2101 0.1 -0.1 0.1
C 1.9492 -3.9352 0.1071 0.0 -0.1 -0.1
C 1.3026 -2.7142 0.6782 0.1 0.0 0.0
C 1.3761 -2.4894 2.1054 -0.1 0.0 -0.1
N 0.7900 -1.9296 -0.2990 0.1 0.2 0.0
H 1.0632 -2.8053 -3.5303 0.0 0.0 0.0
H 2.2732 -1.6923 -2.9691 0.0 0.0 0.0
H 0.5609 -1.1559 -3.0307 0.0 0.0 0.0
H 2.2364 -4.4704 -1.9902 0.0 0.0 0.0
H 2.4007 -4.7094 0.7107 0.0 0.0 0.0
H 1.1323 -3.4323 2.6153 0.0 0.0 0.0
H 0.8158 -1.6657 2.5171 0.0 0.1 0.0
H 2.4550 -2.3816 2.3282 0.0 0.0 0.0
```
Positions in Å, forces in eV/Å.